Record 1
This record from the Open Molecules 2025 dataset describes C32H35N4O3S4Sn as an isolated structure at a distorted geometry. The level of theory is the ωB97M-V functional and the def2-TZVPD basis.

The geometry in ORCA input format:
```
! RIJCOSX wB97M-V def2-TZVPD def2/J DEFGRID3
* xyz 3 1
Sn 0.15355 -0.83106 -0.68775
O 1.80299 1.98590 -0.95433
S 2.98581 1.18556 -0.21316
O 3.13272 1.71219 1.10747
N 2.44270 -0.28194 -0.33043
C 3.28533 -1.38431 -0.01169
C 4.62995 -1.31127 0.27216
C 5.38712 -2.46485 0.54067
C 4.80698 -3.69902 0.52498
C 3.42939 -3.81775 0.24328
C 2.76941 -5.06318 0.19031
C 1.42207 -5.12005 -0.05879
C 0.72495 -3.92962 -0.25191
N 1.31745 -2.74295 -0.24202
C 2.66023 -2.65618 -0.00802
C 4.35902 1.58537 -1.23399
C 5.44219 2.21753 -0.63517
C 6.52608 2.54627 -1.43199
C 6.50707 2.24647 -2.78976
C 5.41090 1.61144 -3.36594
C 4.32306 1.26391 -2.58483
H 5.13101 -0.35403 0.29290
H 6.44208 -2.36373 0.75475
H 5.38115 -4.58975 0.74152
H 3.33983 -5.97029 0.34670
H 0.89948 -6.06401 -0.10717
H -0.34696 -3.93823 -0.42168
H 5.43015 2.43199 0.42595
H 7.38873 3.02658 -0.99164
H 7.35667 2.50561 -3.40707
H 5.40795 1.37929 -4.42179
H 3.46717 0.75235 -3.00743
C 0.60586 5.36029 0.87619
C 1.61517 4.32344 0.39891
S 0.55501 2.89343 -0.05402
C -0.11529 3.50139 -1.65517
C -1.64432 3.44488 -1.80064
S -2.47213 2.45654 -0.51122
C -3.22884 3.79275 0.48302
C -2.28615 4.94277 0.80884
S -0.72867 4.28725 1.50870
H 0.21703 5.98027 0.07080
H 0.98555 6.00291 1.66699
H 2.27086 3.97228 1.19153
H 2.22010 4.63551 -0.45102
H 0.37024 2.82944 -2.35951
H 0.27444 4.50434 -1.82280
H -1.90666 2.99629 -2.75577
H -2.07856 4.43962 -1.78039
H -3.55897 3.28413 1.38872
H -4.10253 4.16989 -0.04710
H -2.73739 5.59281 1.55912
H -2.04272 5.54994 -0.05993
C -5.90666 -2.00326 1.47615
N -4.59553 -1.42643 1.72917
N -3.46035 -1.79110 1.04607
C -2.45510 -0.94777 1.39788
O -1.27498 -1.05201 0.90043
C -2.97668 -0.04235 2.32878
C -4.31163 -0.37109 2.50707
C -5.34770 0.27322 3.35367
C -3.38944 -2.96959 0.24350
C -3.03615 -2.86308 -1.09592
C -3.03626 -3.99981 -1.89124
C -3.40580 -5.22526 -1.35405
C -3.72976 -5.32769 -0.00745
C -3.71382 -4.20078 0.80014
H -5.90687 -2.50773 0.51539
H -6.64946 -1.20917 1.45643
H -6.18438 -2.71728 2.25134
H -2.41989 0.71393 2.85426
H -4.89370 1.01568 4.00436
H -5.86234 -0.46341 3.97092
H -6.10305 0.76610 2.73752
H -2.80534 -1.88876 -1.51046
H -2.77114 -3.92175 -2.93736
H -3.44288 -6.10228 -1.98589
H -4.00089 -6.28514 0.41578
H -3.94843 -4.28160 1.85415
*
```

Computed properties:
Gap between HOMO and LUMO = 7.5196 eV
Molecular weight = 770.64 g/mol
Highest occupied orbital energy = -15.719 eV

***

Record 2
This record from the Open Molecules 2025 dataset describes a 7-piece molecular cluster, C32H35N5O16S2 overall at a distorted geometry. The level of theory is the ωB97M-V functional and the def2-TZVPD basis.

The geometry in ORCA input format:
```
! RIJCOSX wB97M-V def2-TZVPD def2/J DEFGRID3
* xyz 0 1
C 0.85590 -2.63381 0.77964
C 0.03575 -1.84907 -0.31441
C -0.50694 -0.48678 0.01152
C -1.29057 0.12163 -1.03635
N -1.92787 0.64684 -1.86886
H 1.80316 -2.14955 1.01693
H 0.94531 -3.67282 0.46251
H 0.23975 -2.73557 1.67300
H -0.77331 -2.47025 -0.69866
H 0.68853 -1.93828 -1.18275
H 0.30298 0.15574 0.35692
H -1.15490 -0.62403 0.87721
C -3.37934 0.86560 4.17047
C -2.02833 0.44513 3.94788
C -1.19245 1.27705 3.21557
C -1.64668 2.57719 2.88841
C -2.97313 3.00279 2.99056
C -3.81990 2.11830 3.68063
N -0.72163 3.49338 2.22330
O 0.30737 3.10306 1.69315
O -1.10935 4.61415 2.02379
H -3.95492 0.17359 4.76733
H -1.76295 -0.53152 4.32486
H -0.16027 0.99540 3.06831
H -3.46286 3.91952 2.69699
H -4.82995 2.36905 3.96925
C 2.07498 -5.84764 4.90931
C 1.15330 -5.23621 5.78086
C 0.76976 -3.89955 5.66608
C 1.39856 -3.10262 4.72815
C 2.32215 -3.66288 3.83999
C 2.64584 -5.00333 3.87721
N 1.08896 -1.70554 4.59226
O 1.44080 -1.04574 3.54883
O 0.43248 -1.15026 5.44871
H 2.40819 -6.87343 4.96518
H 0.65504 -5.89790 6.47390
H 0.04605 -3.43613 6.32020
H 2.86187 -3.02874 3.15226
H 3.40257 -5.43840 3.24122
C 3.06638 0.15611 -2.16302
C 3.09483 1.22716 -1.28771
C 3.09861 2.50375 -1.72902
C 2.99860 2.78106 -3.12016
C 3.08791 1.69710 -4.00817
C 3.16039 0.36306 -3.54662
N 2.90686 4.16294 -3.65787
O 3.49958 4.38700 -4.68814
O 2.37029 5.05199 -2.93682
H 3.04201 -0.85346 -1.78016
H 3.06275 0.93854 -0.24748
H 3.05858 3.24379 -0.94343
H 3.05660 1.83441 -5.07895
H 3.03459 -0.49244 -4.19370
C -3.91250 3.81993 -3.46506
C -3.20354 4.87760 -4.09564
C -2.05226 5.46434 -3.54749
C -1.58745 5.06880 -2.28235
C -2.18425 4.02019 -1.63217
C -3.35860 3.43424 -2.22013
N -0.44049 5.67821 -1.68574
O -0.22394 6.86837 -1.85253
O 0.28677 5.01861 -0.91078
H -4.80035 3.38675 -3.90150
H -3.55373 5.18484 -5.06999
H -1.57486 6.20083 -4.17682
H -1.79119 3.65011 -0.69678
H -3.83798 2.66323 -1.63519
C 5.72904 -3.37498 1.72170
C 6.24054 -4.64353 1.07694
O 5.48785 -4.90382 -0.09683
S 4.03056 -4.04144 -0.13542
O 2.97364 -4.81550 0.54510
O 3.68630 -3.37479 -1.40198
O 4.72940 -2.85249 0.88747
H 6.41495 -2.52909 1.67604
H 5.26136 -3.57866 2.68497
H 6.15260 -5.51665 1.72347
H 7.31681 -4.62284 0.90572
C -5.24876 0.66046 -3.45831
C -5.29435 -0.81580 -3.07603
O -4.89035 -1.41482 -4.31407
S -5.60374 -0.69616 -5.63036
O -6.93478 -1.35573 -5.77823
O -4.67299 -0.60208 -6.79060
O -5.74668 0.75717 -4.82887
H -4.25774 1.10108 -3.34954
H -5.95048 1.27550 -2.89490
H -6.28039 -1.24017 -2.88696
H -4.63037 -1.21105 -2.30726
*
```

Computed properties:
SMILES = O=[N+]([O-])c1ccccc1.O=[N+]([O-])c1ccccc1.O=[N+]([O-])c1ccccc1.O=[N+]([O-])c1ccccc1.O=S1(=O)OCCO1.O=S1(=O)OCCO1.CCCC#N
Gap between HOMO and LUMO = 7.8982 eV
Molecular weight = 809.78 g/mol
Highest occupied orbital energy = -9.421 eV

***

Record 3
This record from the Open Molecules 2025 dataset describes C32H36BN3O2SY as an isolated structure at a distorted geometry. The level of theory is the ωB97M-V functional and the def2-TZVPD basis.

The geometry in ORCA input format:
```
! RIJCOSX wB97M-V def2-TZVPD def2/J DEFGRID3
* xyz 1 1
Y 0.50286 0.52952 0.43441
C -0.25926 -1.97416 2.57506
C -0.14192 -0.85510 3.39741
C 1.11591 -0.43883 3.81987
C 2.25449 -1.10159 3.37475
C 2.13710 -2.19567 2.52660
C 0.88022 -2.64508 2.14474
H -1.23813 -2.34917 2.31474
H -1.02898 -0.35615 3.76824
H 1.20019 0.38507 4.51612
H 3.23464 -0.78237 3.70589
H 3.02797 -2.70640 2.18510
H 0.78084 -3.52630 1.52401
C -0.86907 1.14878 -4.19948
C 0.00430 1.12650 -3.10451
N -0.36042 1.44250 -1.88042
C -1.64867 1.83338 -1.66011
C -2.61486 1.83355 -2.69281
C -2.17880 1.48078 -3.98735
C -3.95216 2.17790 -2.39880
C -4.29187 2.51831 -1.12039
C -3.32772 2.56714 -0.09897
C -2.00306 2.25563 -0.33633
N -0.97961 2.25684 0.60014
C -0.81097 3.27130 1.51020
C -1.59081 4.41903 1.60333
C -1.35609 5.40746 2.56588
C -0.31362 5.31403 3.44547
C 0.58220 4.23576 3.32098
C 1.76485 4.16049 4.08536
C 2.68198 3.17686 3.83617
C 2.39726 2.23672 2.84409
N 1.27322 2.22607 2.15156
C 0.35401 3.21704 2.35618
H -0.50404 0.88751 -5.18257
H 1.04093 0.83783 -3.23505
H -2.89374 1.48057 -4.80123
H -4.68862 2.16797 -3.19207
H -5.31782 2.76940 -0.88278
H -3.63697 2.83560 0.90254
H -2.39909 4.56164 0.90361
H -2.01545 6.26524 2.60178
H -0.13607 6.07554 4.19304
H 1.94348 4.91275 4.84393
H 3.61663 3.12271 4.37626
H 3.11388 1.45545 2.61991
C -2.44304 -2.60805 -0.37004
S -2.40238 -0.87429 0.14613
C -4.08944 -0.69636 0.78130
H -3.17188 -2.73122 -1.16823
H -2.69743 -3.24923 0.47308
H -1.44414 -2.83563 -0.73451
H -4.28972 -1.47081 1.51868
H -4.79237 -0.76276 -0.04570
H -4.15934 0.28506 1.24286
C 0.92355 -4.35017 -2.12213
C 1.35947 -2.90176 -2.28676
C 0.97023 -2.42053 -3.68236
O 0.62621 -2.08679 -1.33566
B 1.47144 -1.16552 -0.72642
O 2.77039 -1.40409 -1.11712
C 2.85468 -2.61693 -1.90870
C 3.47152 -3.68534 -1.00997
C 3.77157 -2.35506 -3.09334
H -0.11730 -4.44926 -2.43253
H 1.00442 -4.67843 -1.08707
H 1.53061 -5.00513 -2.74784
H -0.11183 -2.50197 -3.79136
H 1.44840 -3.02726 -4.45113
H 1.24409 -1.37695 -3.82826
H 2.85485 -3.84920 -0.12520
H 4.45309 -3.34380 -0.68257
H 3.59040 -4.62826 -1.54308
H 3.45654 -1.47550 -3.65160
H 3.78414 -3.21512 -3.76415
H 4.78415 -2.18174 -2.73081
*
```

Computed properties:
Gap between HOMO and LUMO = 6.8638 eV
Molecular weight = 626.44 g/mol
Highest occupied orbital energy = -9.631 eV